{"formula": "C21H24O6", "method": "ωB97M-V/def2-TZVPD", "species": ["O", "C", "C", "C", "C", "C", "C", "C", "C", "C", "C", "C", "C", "C", "O", "C", "C", "O", "C", "C", "O", "C", "C", "O", "C", "C", "O", "H", "H", "H", "H", "H", "H", "H", "H", "H", "H", "H", "H", "H", "H", "H", "H", "H", "H", "H", "H", "H", "H", "H", "H"], "xyz": [[0.89, 0.03, 4.30], [1.37, -0.82, 3.58], [2.61, -1.54, 3.95], [3.59, -1.84, 3.01], [4.76, -2.47, 3.40], [4.96, -2.81, 4.72], [3.99, -2.51, 5.67], [2.83, -1.86, 5.29], [0.74, -1.20, 2.29], [0.89, -2.45, 1.71], [0.24, -2.72, 0.53], [-0.58, -1.79, -0.11], [-0.76, -0.52, 0.49], [-0.10, -0.26, 1.68], [-1.58, 0.39, -0.12], [-1.80, 1.63, 0.51], [-2.69, 2.48, -0.41], [-2.18, 3.78, -0.64], [-1.09, 3.86, -1.52], [-1.46, 3.63, -2.99], [-1.62, 2.24, -3.21], [-1.71, 1.87, -4.57], [-2.09, 0.39, -4.66], [-1.03, -0.49, -4.38], [-0.70, -0.64, -3.01], [-1.75, -1.44, -2.22], [-1.16, -2.27, -1.24], [3.45, -1.56, 1.97], [5.52, -2.70, 2.66], [5.87, -3.31, 5.02], [4.15, -2.76, 6.71], [2.07, -1.60, 6.01], [1.49, -3.21, 2.18], [0.33, -3.69, 0.05], [-0.22, 0.68, 2.19], [-2.28, 1.48, 1.48], [-0.85, 2.16, 0.67], [-3.67, 2.64, 0.04], [-2.81, 1.94, -1.36], [-0.30, 3.14, -1.25], [-0.71, 4.87, -1.41], [-0.64, 4.01, -3.63], [-2.38, 4.17, -3.24], [-2.48, 2.47, -5.08], [-0.74, 2.04, -5.07], [-2.95, 0.21, -4.01], [-2.37, 0.17, -5.70], [0.24, -1.20, -3.01], [-0.54, 0.34, -2.54], [-2.51, -0.79, -1.79], [-2.23, -2.15, -2.91]], "mulliken_charge": [-0.6180, 0.0154, 0.6286, -0.2470, -0.7317, -0.3756, -0.5357, -0.4889, -0.3030, -0.6679, -0.8832, 0.2741, 0.8560, -0.1857, -0.1302, -0.7922, -0.3069, -0.4655, -0.5495, -0.7072, -0.0196, -0.6266, -0.6420, -0.4542, -0.0581, -0.4828, -0.4642, 0.4692, 0.3802, 0.3856, 0.3783, 0.4109, 0.5444, 0.4736, 0.6329, 0.5020, 0.4475, 0.3125, 0.1226, 0.2400, 0.4059, 0.4591, 0.3336, 0.4065, 0.3425, 0.2991, 0.4000, 0.2505, 0.2178, 0.1815, 0.3647], "total_charge": 0, "smiles": "O=C(c1ccccc1)c1ccc2c(c1)OCCOCCOCCOCCO2", "homo_lumo_gap_ev": 8.599}

{"formula": "C2H7N3P", "method": "ωB97M-V/def2-TZVPD", "species": ["N", "P", "N", "C", "C", "N", "H", "H", "H", "H", "H", "H", "H"], "xyz": [[-0.27, 2.77, -0.74], [0.09, 1.44, -0.05], [1.20, 0.56, -0.82], [0.73, -0.88, -0.61], [-0.53, -0.44, 0.02], [-1.46, -1.06, 0.64], [-0.44, 3.62, -0.18], [0.04, 1.59, 1.44], [2.05, 1.05, -1.26], [1.36, -1.45, 0.09], [0.56, -1.46, -1.52], [-1.26, -2.16, 0.68], [-2.34, -0.72, 1.09]], "mulliken_charge": [-0.6519, 0.4005, -0.2381, -0.3951, 0.1729, -0.2807, 0.2995, 0.1103, 0.2926, 0.3329, 0.3338, 0.3356, 0.2878], "total_charge": 1, "smiles": "N=[P@@H]1NCC1=[NH2+]", "homo_lumo_gap_ev": 8.745}

{"formula": "C6H7NO3", "method": "ωB97M-V/def2-TZVPD", "species": ["C", "C", "C", "O", "N", "C", "C", "O", "O", "C", "H", "H", "H", "H", "H", "H", "H"], "xyz": [[-1.42, -0.16, 0.61], [-0.02, 0.33, 0.87], [0.31, 1.59, -0.01], [-0.20, 2.68, 0.18], [1.25, 1.23, -0.96], [1.79, -0.15, -0.76], [3.02, -0.15, 0.18], [4.13, 0.24, 0.21], [2.31, -0.74, 1.17], [1.01, -0.73, 0.48], [-2.19, 0.51, 0.99], [-1.57, -1.12, 1.17], [-1.48, -0.23, -0.44], [0.08, 0.75, 1.90], [1.63, 1.93, -1.67], [2.01, -0.65, -1.70], [0.61, -1.68, 0.51]], "mulliken_charge": [-1.5257, 0.3989, 0.0724, -0.6248, -0.1934, 0.0982, 0.3511, -0.5348, -0.4181, -0.2414, 0.3651, 0.3406, 0.4201, 0.3638, 0.2652, 0.3549, 0.5079], "total_charge": 0, "smiles": "C[C@@H]1C(=O)N[C@H]2C(=O)O[C@@H]12", "homo_lumo_gap_ev": 10.629}

{"formula": "C32H26F6MnN2O4P2S3", "method": "ωB97M-V/def2-TZVPD", "species": ["Mn", "C", "P", "C", "C", "C", "C", "C", "C", "C", "C", "C", "C", "C", "C", "C", "C", "C", "C", "C", "P", "C", "C", "C", "C", "C", "C", "C", "C", "C", "C", "C", "C", "N", "H", "H", "H", "H", "H", "H", "H", "H", "H", "H", "H", "H", "H", "H", "H", "H", "H", "H", "H", "H", "H", "H", "H", "H", "H", "H", "F", "C", "F", "F", "S", "O", "O", "N", "S", "O", "O", "C", "F", "F", "F", "S"], "xyz": [[0.18, -1.11, -2.00], [2.50, 1.33, -2.26], [0.89, 2.19, -2.00], [0.70, 2.65, -0.25], [-0.59, 2.91, 0.20], [-0.79, 3.39, 1.49], [0.29, 3.57, 2.33], [1.58, 3.30, 1.89], [1.79, 2.85, 0.59], [0.89, 3.83, -2.78], [-0.11, 4.21, -3.66], [-0.16, 5.51, -4.14], [0.80, 6.43, -3.74], [1.81, 6.05, -2.86], [1.85, 4.76, -2.37], [2.63, 0.28, -1.19], [3.64, 0.01, -0.31], [3.12, -0.91, 0.64], [1.81, -1.14, 0.30], [0.74, -1.84, 1.07], [-0.10, -0.55, 2.14], [-1.88, -0.44, 1.62], [-2.68, 0.13, 2.62], [-4.03, 0.39, 2.44], [-4.62, 0.09, 1.22], [-3.85, -0.45, 0.21], [-2.49, -0.69, 0.40], [-0.40, -1.57, 3.65], [-0.97, -2.84, 3.58], [-1.17, -3.58, 4.73], [-0.81, -3.06, 5.96], [-0.24, -1.80, 6.05], [-0.03, -1.06, 4.89], [1.50, -0.42, -0.82], [3.33, 2.04, -2.23], [2.44, 0.90, -3.26], [-1.43, 2.76, -0.47], [-1.79, 3.60, 1.83], [0.14, 3.94, 3.34], [2.42, 3.44, 2.54], [2.79, 2.65, 0.25], [-0.85, 3.48, -3.97], [-0.95, 5.81, -4.81], [0.76, 7.45, -4.10], [2.55, 6.77, -2.54], [2.62, 4.46, -1.67], [4.65, 0.40, -0.34], [3.65, -1.34, 1.48], [1.18, -2.59, 1.73], [0.03, -2.34, 0.41], [-2.22, 0.36, 3.57], [-4.60, 0.83, 3.24], [-5.68, 0.26, 1.07], [-4.30, -0.69, -0.74], [-2.46, -1.29, -1.39], [-1.26, -3.25, 2.61], [-1.60, -4.57, 4.66], [-0.97, -3.64, 6.86], [0.04, -1.40, 7.01], [0.42, -0.08, 4.95], [-1.14, -3.97, -4.38], [-1.69, -3.29, -3.40], [-1.01, -2.04, -3.39], [-2.94, -2.99, -3.73], [-1.61, -4.17, -1.62], [-1.80, -1.21, -0.69], [-2.79, -5.02, -1.68], [-0.30, -5.07, -1.86], [1.08, -4.38, -1.59], [1.12, -3.00, -2.07], [1.67, -4.62, -0.31], [2.14, -5.27, -2.82], [3.40, -4.90, -2.67], [1.74, -4.96, -4.05], [2.05, -6.59, -2.66], [-0.61, 1.11, -2.76]], "mulliken_charge": [0.4642, -1.1134, 1.1555, 0.7135, -0.6377, -0.5941, -0.6088, -0.7768, -0.2135, 0.6300, -0.3752, -0.7056, -0.4100, -0.8263, -0.4414, 0.1502, -1.1429, -1.0558, -0.3469, -0.0802, 0.5691, 0.1529, -1.1326, -0.8689, -0.7278, -0.6805, 0.6536, -0.0604, -0.2293, -0.7551, -0.4500, -0.5735, -0.0569, 1.3901, 0.5543, 0.4037, 0.4184, 0.4492, 0.4307, 0.4150, 0.3541, 0.3918, 0.4005, 0.3807, 0.3969, 0.2806, 0.5170, 0.5759, 0.8041, -0.4887, 0.4195, 0.4317, 0.3959, 0.4931, -0.0611, 0.3400, 0.4093, 0.3781, 0.3952, 0.3973, -0.2192, 0.4017, -0.2912, -0.2278, 0.8090, 1.1891, -0.6888, -0.5981, 0.9605, -0.8427, -0.6203, 0.5450, -0.1933, -0.2077, -0.2018, -0.7128], "spin_multiplicity": 4, "total_charge": 0, "homo_lumo_gap_ev": [7.689, 7.665]}

{"formula": "C23H44BrIN4O3SSi", "method": "ωB97M-V/def2-TZVPD", "species": ["C", "Si", "Br", "I", "C", "C", "S", "C", "N", "N", "C", "O", "H", "H", "H", "H", "H", "H", "H", "H", "C", "C", "C", "C", "C", "C", "N", "O", "C", "C", "C", "H", "H", "H", "H", "H", "H", "H", "H", "H", "H", "H", "H", "H", "H", "H", "H", "H", "H", "C", "C", "C", "C", "C", "C", "N", "O", "C", "C", "C", "H", "H", "H", "H", "H", "H", "H", "H", "H", "H", "H", "H", "H", "H", "H", "H", "H", "H"], "xyz": [[2.14, 1.33, 2.89], [1.12, 2.90, 2.41], [2.04, 3.99, 0.58], [1.43, 4.50, 4.34], [-0.78, 2.63, 2.27], [-1.24, 1.44, 1.25], [-0.62, 1.62, -0.51], [0.94, 0.54, -0.56], [0.80, -0.90, -0.10], [2.12, -1.36, -0.23], [3.06, -0.28, -0.75], [2.29, 0.98, -0.96], [2.07, 1.13, 4.06], [3.29, 1.51, 2.67], [1.82, 0.40, 2.25], [-1.26, 3.68, 2.02], [-1.15, 2.32, 3.36], [-0.91, 0.35, 1.61], [-2.42, 1.41, 1.23], [4.22, -0.30, -0.95], [4.81, -7.03, 2.44], [3.59, -6.81, 3.39], [2.45, -7.85, 3.12], [1.56, -7.54, 1.92], [1.05, -6.11, 1.98], [2.21, -5.08, 2.11], [3.13, -5.39, 3.26], [2.45, -5.06, 4.45], [2.97, -5.05, 0.76], [1.60, -3.64, 2.21], [4.17, -7.19, 4.79], [4.88, -6.32, 1.62], [5.76, -6.89, 2.98], [4.82, -8.03, 2.01], [1.80, -7.90, 4.00], [2.87, -8.85, 3.00], [2.11, -7.73, 0.99], [0.71, -8.23, 1.92], [0.46, -5.90, 1.08], [0.36, -6.01, 2.82], [3.85, -4.39, 0.81], [2.33, -4.67, -0.05], [3.30, -6.03, 0.42], [0.91, -3.53, 3.05], [1.03, -3.39, 1.31], [2.40, -2.89, 2.31], [4.95, -6.48, 5.11], [4.64, -8.19, 4.76], [3.41, -7.23, 5.57], [-5.58, 5.56, -3.86], [-4.51, 5.38, -2.74], [-3.69, 6.68, -2.49], [-2.58, 6.95, -3.49], [-1.69, 5.72, -3.66], [-2.51, 4.46, -4.03], [-3.65, 4.20, -3.08], [-3.10, 3.72, -1.88], [-3.01, 4.63, -5.50], [-1.54, 3.24, -4.13], [-5.39, 5.19, -1.45], [-5.31, 5.12, -4.82], [-6.52, 5.06, -3.60], [-5.80, 6.62, -4.04], [-3.23, 6.64, -1.50], [-4.36, 7.55, -2.47], [-3.00, 7.26, -4.46], [-1.97, 7.79, -3.14], [-0.93, 5.93, -4.43], [-1.14, 5.55, -2.72], [-3.65, 3.80, -5.80], [-2.16, 4.66, -6.20], [-3.55, 5.56, -5.66], [-0.98, 3.06, -3.21], [-0.78, 3.40, -4.91], [-2.09, 2.32, -4.39], [-5.97, 4.26, -1.49], [-6.11, 6.02, -1.36], [-4.80, 5.19, -0.53]], "mulliken_charge": [-0.5586, 0.4275, -0.2701, -0.2025, -0.5429, -0.6326, 0.2133, -0.0184, -0.2468, -0.0313, -0.1002, -0.1427, 0.3404, 0.2562, -0.0555, 0.2630, 0.3685, 0.2892, 0.3581, 0.3224, -1.5500, 1.6105, -1.3467, -0.5096, -1.1832, 1.9145, 0.1978, -0.4940, -1.9825, -1.8746, -1.7135, 0.3491, 0.4311, 0.2830, 0.3754, 0.4092, 0.2611, 0.4042, 0.3731, 0.3929, 0.3706, 0.3644, 0.4700, 0.3639, 0.3657, 0.4976, 0.4658, 0.3872, 0.3561, -1.5632, 1.7100, -1.3253, -0.4835, -1.1744, 1.7912, 0.1471, -0.4067, -2.0570, -1.5765, -1.7756, 0.3570, 0.4269, 0.2904, 0.3682, 0.3999, 0.2665, 0.3897, 0.3926, 0.3316, 0.3954, 0.4193, 0.4393, 0.1387, 0.4122, 0.4472, 0.4711, 0.3961, 0.3456], "spin_multiplicity": 3, "total_charge": 0, "homo_lumo_gap_ev": [8.557, 8.560]}

Q: Which maximum force values were calculated for the entries above? A: 0.8, 4.1, 3.2, 0.7, 8.6, in eV/Å.
Q: Which energy relative to the best compared isomer or geometry (same formula, charge and spin) values were calculated for the entries above? A: 69.8, 83.4, 6.9, 7.5, 153.0, in kcal per mole.